[1]
# C21H26N4O5S

C21H26N4O5S in the gas phase in a non-equilibrium geometry (ωB97M-V/def2-TZVPD, the Open Molecules 2025 dataset).

Properties
- Orbital gap: 8.489 eV
- LUMO level: 0.66 eV
- 2S+1: 1
- E_tot: -49230.6322 eV
- Relative energy (zero: lowest compared OMol25 entry of this formula, charge and spin): 4.073 eV
- Structure (SMILES): O=S(=O)(c1ccc(N2CCN(Cc3ccc4c(c3)OCO4)CC2)nc1)N1CCOCC1

Geometry (Å):
O: -2.894445 -1.665331 1.602753
S: -2.876998 -1.111271 0.284388
O: -3.116039 -1.984079 -0.837452
C: -1.374731 -0.219877 0.005071
C: -0.798374 -0.184167 -1.260742
C: 0.403648 0.455640 -1.429303
C: 1.020811 1.043936 -0.300008
N: 2.234377 1.624516 -0.369813
C: 3.125247 1.448834 -1.492910
C: 4.586939 1.428550 -0.986015
N: 4.736581 0.892799 0.340125
C: 4.670553 -0.550727 0.503471
C: 3.306067 -1.210165 0.516850
C: 2.583546 -1.299206 1.697852
C: 1.331985 -1.905417 1.764805
C: 0.829746 -2.432032 0.601646
C: 1.551151 -2.363159 -0.592147
C: 2.785905 -1.767576 -0.657470
O: 0.831001 -2.965529 -1.589170
C: -0.321348 -3.500842 -0.961775
O: -0.347851 -3.085136 0.386537
C: 4.029296 1.698537 1.318305
C: 2.776248 2.383207 0.731935
N: 0.407889 1.068983 0.895704
C: -0.742831 0.447733 1.036574
N: -4.007505 0.151085 0.284693
C: -5.260282 -0.212943 0.921818
C: -6.133209 1.037342 1.015315
O: -6.363828 1.589462 -0.261449
C: -5.153733 1.920529 -0.896680
C: -4.239080 0.700608 -1.034309
H: -1.301538 -0.668220 -2.084115
H: 0.852645 0.513175 -2.406199
H: 2.898350 0.499970 -1.978337
H: 2.996469 2.258547 -2.225318
H: 4.980681 2.449951 -0.959565
H: 5.202417 0.851675 -1.678704
H: 5.272277 -0.982728 -0.300012
H: 5.171714 -0.772721 1.451881
H: 3.006018 -0.908688 2.610968
H: 0.776924 -1.967145 2.684745
H: 3.342328 -1.755054 -1.581443
H: -0.275993 -4.602898 -1.002446
H: -1.232334 -3.152501 -1.464828
H: 4.714810 2.474926 1.683957
H: 3.749759 1.070924 2.160796
H: 1.998611 2.475121 1.487480
H: 3.037864 3.380142 0.357259
H: -1.186586 0.466367 2.021419
H: -5.021236 -0.609471 1.907693
H: -5.782192 -0.984179 0.336580
H: -7.114890 0.794170 1.423770
H: -5.636442 1.778937 1.657944
H: -5.421475 2.314332 -1.878529
H: -4.627275 2.695040 -0.318176
H: -3.276532 0.995389 -1.455548
H: -4.705130 -0.049379 -1.689852

Atomic forces in eV per Å
0.03 0.12 0.24
-0.04 0.75 -0.03
0.08 0.19 -0.11
-0.58 -0.38 -0.16
0.05 0.03 0.06
-0.11 0.04 0.03
-0.46 -0.09 0.02
0.23 0.00 0.01
0.10 0.04 -0.18
-0.06 0.05 -0.03
0.01 -0.05 -0.08
0.02 0.03 0.14
0.09 -0.06 0.11
0.16 0.01 -0.05
-0.27 -0.28 -0.23
0.52 0.03 -0.31
-0.16 -0.11 0.44
-0.22 -0.21 -0.05
0.45 0.42 0.00
-0.83 -0.92 -0.54
0.09 0.23 0.36
0.11 0.20 0.03
0.12 0.10 0.24
0.13 0.14 0.02
-0.20 -0.04 0.02
0.78 -0.59 0.18
-0.44 -0.08 0.31
0.17 -0.25 0.13
-0.20 -0.03 -0.09
0.37 -0.06 -0.10
-0.21 0.32 -0.45
0.02 -0.04 -0.14
0.06 -0.01 -0.08
-0.02 0.08 -0.02
0.02 -0.09 -0.06
0.00 -0.02 -0.14
0.00 0.08 -0.05
0.04 -0.06 0.07
-0.01 -0.11 -0.10
0.08 0.05 0.09
-0.09 -0.01 0.17
0.10 0.01 -0.15
0.07 0.26 0.06
0.29 -0.02 0.10
-0.15 0.00 0.11
0.00 0.04 0.03
0.16 0.14 -0.06
-0.03 -0.02 0.07
-0.08 -0.01 0.15
-0.21 0.03 0.03
-0.05 0.04 0.08
0.11 -0.01 0.06
-0.06 -0.06 0.00
0.12 -0.01 0.06
-0.04 -0.02 -0.08
-0.08 0.10 -0.13
0.04 0.11 0.00

Results of the Löwdin charge analysis, in e, for atoms 1 through 2: O -0.273; S 0.675

=====

[2]
# C3H8N2O

C3H8N2O in the gas phase in a non-equilibrium geometry (ωB97M-V/def2-TZVPD, the Open Molecules 2025 dataset).

Properties
- Orbital gap: 10.568 eV
- LUMO level: 1.06 eV
- 2S+1: 1
- E_tot: -8265.8286 eV
- Relative energy (zero: lowest compared OMol25 entry of this formula, charge and spin): 3.497 eV
- Structure (SMILES): C=NCCNO

Geometry (Å):
C: -2.523042 -0.916393 0.062168
N: -1.759612 0.117187 0.069652
C: -0.330825 -0.229711 0.143914
C: 0.513698 1.026811 -0.128997
N: 1.945697 0.882495 0.184209
O: 2.391434 -0.339442 -0.465514
H: -3.616373 -0.789911 0.014696
H: -2.148640 -1.954366 0.102239
H: -0.085247 -1.001403 -0.597126
H: -0.103983 -0.621038 1.143003
H: 0.398902 1.331318 -1.176141
H: 0.128903 1.859198 0.472769
H: 2.045672 0.656551 1.177178
H: 3.143416 -0.021295 -1.002050

Atomic forces in eV per Å
0.23 1.21 -0.03
-0.77 -1.91 0.03
0.22 0.52 -0.28
0.08 -0.15 0.22
-0.40 -0.42 -0.17
0.55 0.70 -0.23
0.51 0.05 0.04
-0.02 0.33 -0.04
-0.01 0.09 0.25
0.01 0.07 -0.06
0.15 -0.12 0.15
0.13 -0.15 0.02
-0.13 0.07 -0.27
-0.55 -0.28 0.38

Results of the Löwdin charge analysis, in e, for atoms 1 through 2: C -0.069; N -0.030

=====

[3]
# C4H12NO

A gas-phase ion, C4H12NO (charge +1) in a non-equilibrium geometry (ωB97M-V/def2-TZVPD, the Open Molecules 2025 dataset).

Properties
- Total charge: +1
- Orbital gap: 10.326 eV
- LUMO level: -3.76 eV
- 2S+1: 1
- E_tot: -7873.1120 eV
- Relative energy (zero: lowest compared OMol25 entry of this formula, charge and spin): 1.179 eV
- Structure (SMILES): [NH3+]CCCCO

Geometry (Å):
N: 2.072444 -0.832046 0.144999
C: 1.251786 0.442642 0.250039
C: 0.209716 0.518218 -0.851185
C: -1.026439 -0.339557 -0.613559
C: -1.868197 -0.121401 0.671505
O: -1.751523 1.184454 1.156795
H: 2.943190 -0.961430 0.666366
H: 2.362993 -0.843532 -0.840582
H: 1.487284 -1.652930 0.293390
H: 0.828477 0.454884 1.253040
H: 1.994719 1.239150 0.172639
H: -0.207136 1.526589 -0.881975
H: 0.743955 0.352559 -1.789893
H: -0.830587 -1.414185 -0.742915
H: -1.668487 -0.030710 -1.440148
H: -2.839718 -0.577314 0.479271
H: -1.474019 -0.766155 1.465778
H: -2.228457 1.820759 0.606441

Atomic forces in eV per Å
-0.11 -0.34 -1.45
0.52 0.68 0.98
0.07 0.10 1.13
-0.55 -0.42 -0.92
1.75 -1.12 -0.12
-0.55 0.45 -0.02
-0.31 0.53 0.48
0.00 -0.41 0.11
-0.03 -0.12 0.04
-0.08 0.11 -0.07
-0.18 0.03 0.03
0.69 0.21 0.07
-0.50 -0.16 -0.29
-0.14 0.13 0.00
-0.15 -0.44 -0.21
-0.48 0.79 0.02
0.13 0.22 0.08
-0.08 -0.22 0.12

Results of the Löwdin charge analysis, in e, for atoms 1 through 2: N 0.195; C -0.133

=====

[4]
# C24H39BN12PtSb

A molecular structure, C24H39BN12PtSb in a non-equilibrium geometry (ωB97M-V/def2-TZVPD, the Open Molecules 2025 dataset).

Properties
- Total charge: +2
- Orbital gap (spin up / spin down): 7.731 / 6.262 eV
- LUMO level (spin up / spin down): -5.70 / -7.17 eV
- 2S+1: 2
- E_tot: -53852.3296 eV
- Relative energy (zero: lowest compared OMol25 entry of this formula, charge and spin): 0.120 eV
- Expectation value of S²: 0.754

Geometry (Å):
Pt: 0.782964 -0.045523 0.334280
C: 4.029700 1.680710 0.779597
C: 2.755146 2.448197 0.827083
C: 2.626392 3.819200 1.018361
C: 1.273701 4.061376 1.010970
N: 0.609905 2.910175 0.841832
N: 1.534420 1.905786 0.712772
B: -0.941408 2.597058 0.769686
N: -1.194362 1.484491 1.856995
C: -1.844768 1.593830 3.018507
C: -1.505947 0.517013 3.820171
C: -0.607645 -0.238686 3.074076
C: 0.150387 -1.448038 3.505996
N: -0.456445 0.346971 1.878767
N: -1.200531 2.025445 -0.628724
C: -1.874884 2.557413 -1.658041
C: -1.552377 1.853951 -2.799991
C: -0.645313 0.878952 -2.396110
C: 0.143242 -0.064391 -3.234461
N: -0.456457 0.999548 -1.076414
N: -1.885903 3.730773 1.047822
C: -1.822578 5.041391 1.411479
C: -3.100408 5.514421 1.520285
C: -3.925278 4.412685 1.206960
C: -5.416339 4.355084 1.169771
N: -3.196014 3.348784 0.928368
H: 4.829233 2.299948 1.179378
H: 4.298645 1.421842 -0.241911
H: 3.979374 0.770466 1.377294
H: 3.415378 4.536424 1.152030
H: 0.760613 4.993248 1.120853
H: -2.482450 2.440821 3.200050
H: -1.835287 0.318878 4.824231
H: 0.312652 -1.400235 4.580916
H: 1.129986 -1.500779 3.028820
H: -0.394706 -2.375405 3.312176
H: -2.524572 3.399453 -1.500270
H: -1.909955 2.030869 -3.798270
H: -0.218711 -0.046420 -4.259671
H: 0.083259 -1.092542 -2.873614
H: 1.194221 0.229939 -3.241668
H: -0.905163 5.563079 1.589550
H: -3.402092 6.509702 1.792701
H: -5.841618 5.322158 1.428377
H: -5.794884 3.616988 1.875849
H: -5.770540 4.082246 0.176451
C: 0.699558 -3.527155 -2.556380
C: -0.605472 -3.204655 -1.843055
Sb: -0.375216 -2.374696 0.105704
C: -2.371212 -2.259505 0.834416
C: -3.288219 -3.374187 0.346461
C: 0.790886 -3.932201 0.977755
C: 0.146505 -5.310452 0.867316
H: 0.502542 -3.999281 -3.519284
H: 1.303218 -4.223480 -1.971101
H: 1.283684 -2.623787 -2.743520
H: -1.157286 -4.123430 -1.636113
H: -1.270849 -2.569624 -2.429688
H: -2.718408 -1.279159 0.499621
H: -2.329700 -2.214696 1.922753
H: -3.352618 -3.408086 -0.740623
H: -4.296857 -3.206148 0.722550
H: -2.968376 -4.355377 0.696704
H: 0.995950 -3.674008 2.016595
H: 1.749408 -3.893128 0.456307
H: -0.805165 -5.359443 1.396643
H: 0.802166 -6.059623 1.310957
H: -0.028274 -5.608104 -0.166440
N: 4.130717 -2.662674 -3.349970
C: 4.874619 -1.633614 -2.933167
N: 6.065028 -1.422267 -3.479422
N: 4.498907 -0.780112 -1.978180
C: 3.377416 -0.827379 -1.373756
N: 2.415301 -0.728537 -0.724782
H: 4.434535 -3.264521 -4.097235
H: 3.216900 -2.822510 -2.962612
H: 6.457952 -2.028375 -4.178589
H: 6.619778 -0.657081 -3.133171

Atomic forces in eV per Å
0.60 -0.53 0.64
-0.02 -0.09 0.04
-0.04 -0.08 0.05
-0.07 0.01 -0.04
-0.06 -0.01 0.04
-0.13 -0.06 -0.05
-0.11 0.01 0.07
0.28 0.04 0.48
0.09 -0.14 -0.19
0.13 -0.06 0.06
-0.04 0.12 -0.09
0.02 -0.06 0.16
-0.05 -0.03 -0.01
-0.15 0.52 -0.34
-0.15 -0.05 -0.19
0.05 0.03 0.07
-0.10 0.05 -0.04
0.21 0.07 0.10
-0.03 -0.18 0.00
0.00 -0.30 -0.32
0.00 -0.02 -0.07
-0.08 -0.02 0.04
0.10 -0.06 0.01
-0.04 -0.03 0.00
-0.03 0.05 0.02
-0.02 -0.04 -0.05
0.00 -0.01 0.02
0.02 -0.05 -0.08
-0.03 -0.03 -0.05
0.04 0.01 0.00
-0.03 0.07 -0.02
-0.05 0.00 0.02
-0.03 0.00 0.02
0.00 0.00 0.01
-0.01 0.00 -0.04
-0.01 0.03 -0.02
-0.04 0.01 -0.01
-0.02 0.00 -0.03
-0.02 0.01 -0.01
-0.02 0.31 -0.04
0.00 0.01 -0.01
0.07 0.05 0.03
-0.02 0.04 0.01
-0.01 0.00 0.00
0.00 -0.02 -0.01
0.00 -0.02 0.00
0.06 -0.07 0.02
-0.19 -0.04 0.06
0.27 0.22 -0.10
-0.05 0.10 0.10
0.03 -0.08 -0.05
0.02 -0.02 0.19
-0.03 -0.02 0.01
-0.03 0.01 -0.01
0.03 0.00 0.01
-0.04 -0.03 0.03
-0.04 -0.02 -0.07
0.06 -0.01 0.03
0.02 0.00 -0.02
0.05 -0.03 0.00
0.00 0.02 -0.02
0.00 0.01 0.02
0.00 0.00 0.01
-0.05 0.02 -0.08
-0.01 0.03 -0.04
0.00 0.01 0.01
0.01 0.00 0.00
0.00 0.01 -0.03
0.00 0.01 -0.03
0.07 0.04 0.03
-0.01 -0.02 0.02
0.18 -0.14 -0.17
-0.29 0.23 0.27
-0.36 0.22 -0.31
0.00 0.00 0.02
0.06 -0.02 0.00
0.00 0.00 -0.01
0.01 0.00 -0.01

Results of the Löwdin charge analysis, in e, for atoms 1 through 2: Pt 1.154; C -0.021

=====

[5]
# C3H8NOS

A gas-phase ion, C3H8NOS (charge +1) in a non-equilibrium geometry (ωB97M-V/def2-TZVPD, the Open Molecules 2025 dataset).

Properties
- Total charge: +1
- Orbital gap (spin up / spin down): 7.769 / 7.768 eV
- LUMO level (spin up / spin down): -5.84 / -5.84 eV
- 2S+1: 1
- E_tot: -17602.8653 eV
- Relative energy (zero: lowest compared OMol25 entry of this formula, charge and spin): 3.567 eV

Geometry (Å):
C: 0.325831 -0.129298 -2.479489
C: -0.265784 -0.430944 1.224235
C: -0.690625 0.879852 0.572434
N: 0.980333 -0.284619 1.718897
O: -0.462179 -0.959018 -1.959315
S: -0.637198 -1.583809 -0.495484
H: 0.007637 0.224704 -3.529484
H: 1.234816 0.177054 -1.985730
H: -0.981617 -1.014979 1.795879
H: 0.100817 1.170600 -0.128231
H: -0.742499 1.751803 1.375139
H: -1.764720 0.726326 0.155029
H: 1.421590 -0.991209 2.328888
H: 1.473599 0.463536 1.407232

Atomic forces in eV per Å
-1.13 -0.12 -1.63
0.93 2.05 -1.02
-2.41 1.18 1.89
-1.61 -3.92 1.85
0.36 2.07 -2.40
-0.25 -2.78 2.37
0.77 -0.66 1.73
0.13 0.22 0.24
-0.03 -0.14 -0.08
-0.58 0.07 -0.20
0.08 -1.82 -1.56
2.09 0.72 0.31
-0.36 0.83 -0.75
2.00 2.30 -0.74

Results of the Löwdin charge analysis, in e, for atoms 1 through 2: C 0.091; C -0.497